[1]
C2H6N4 | the ωB97M-V functional and the def2-TZVPD basis

The HOMO-LUMO gap comes out at 8.56 eV. Its energy above the lowest of the compared OMol25 structures with the same formula, charge and spin is 109.77 kcal/mol. Its highest occupied orbital energy is -7.8 eV.

Structure (ORCA input):
```
! wB97M-V def2-TZVPD RIJCOSX def2/J DEFGRID3
* xyz 0 1
H -0.406 -1.734 -0.192
H -2.582 0.728 0.153
N -1.995 -0.015 -0.091
H 2.967 0.609 0.185
N -0.647 0.241 -0.107
N 2.025 0.589 -0.030
C 0.208 -0.802 -0.112
C 1.585 -0.623 -0.091
H 2.295 -1.551 -0.047
N -0.276 1.435 -0.038
H -1.101 2.039 0.032
H -2.075 -0.915 0.338
*
```



[2]
C19H43N2O2P3Pm | the ωB97M-V functional and the def2-TZVPD basis

The HOMO-LUMO gap (spin up / spin down) comes out at 6.62 / 4.27 eV. As for the expectation value of S²: 6.34. Its highest occupied orbital energy (spin up / spin down) is -15.2 / -15.2 eV.

Structure (ORCA input):
```
! wB97M-V def2-TZVPD RIJCOSX def2/J DEFGRID3
* xyz 3 5
H 0.433 -4.783 -4.491
H 0.310 2.175 3.589
N 2.951 -1.979 2.572
H -2.711 1.356 2.762
O 2.061 -0.345 1.347
H -1.503 2.012 -3.887
H -4.064 1.627 -2.380
Pm 0.055 -0.025 0.294
H -3.338 -3.083 2.264
P -1.832 0.886 -1.760
H -1.366 -1.085 -3.130
H -4.002 0.992 -0.702
C 1.336 -3.325 -1.608
H -0.653 3.677 3.569
H -1.222 3.128 -2.503
H 0.733 -2.452 -5.363
C 0.937 -2.696 -4.338
O 0.360 -1.090 -1.448
H -2.767 3.137 2.907
H -2.562 0.008 -3.900
H 4.319 0.069 3.524
H -0.018 -1.621 3.953
H -3.047 -1.069 -2.541
H 2.660 2.172 2.834
C 1.115 -1.999 -2.100
H -3.365 -2.225 0.695
H -1.400 4.800 1.226
H -3.369 2.329 1.421
H -1.419 -4.305 2.141
C -3.483 1.614 -1.446
P -0.919 2.419 1.497
P -1.247 -1.916 1.858
H -3.585 -1.308 2.207
H 3.634 1.003 -2.757
H 3.259 3.107 -1.488
C 0.767 -3.992 -3.844
H 1.557 -1.195 1.287
C 1.286 -1.681 -3.470
H 4.428 2.219 2.456
C 1.016 -4.328 -2.513
N 3.668 0.313 2.791
H 2.773 1.737 -4.242
C -1.075 -1.717 3.671
C -3.058 -2.154 1.747
H -0.066 4.259 0.167
H 2.193 -2.583 2.214
H 0.027 1.938 -2.954
C 2.891 2.988 -2.514
H -1.751 3.898 -0.279
C -1.057 2.113 -2.888
C 3.489 1.691 2.300
H 3.244 1.709 1.236
H 0.888 3.586 2.660
C -2.608 2.302 2.212
H -3.386 2.633 -1.047
H 1.605 -3.456 -0.544
H 1.442 -0.644 -3.747
H 0.965 -5.340 -2.131
C -2.241 -0.445 -2.952
C -0.004 3.024 2.968
H 2.371 3.842 -2.957
H -0.628 -3.903 0.590
H 3.534 -2.366 3.302
H -1.507 -2.588 4.183
C 3.094 1.850 -3.206
H -1.605 -0.810 3.992
H 0.303 -3.809 2.114
C -0.685 -3.646 1.656
C -1.055 3.993 0.564
C 2.896 -0.642 2.358
*
```



[3]
C8H19O2P | the ωB97M-V functional and the def2-TZVPD basis

The HOMO-LUMO gap comes out at 9.14 eV. As for the SMILES: CC(=O)OCCCCCC[PH4]. Its energy above the lowest of the compared OMol25 structures with the same formula, charge and spin is 76.43 kcal/mol. Its highest occupied orbital energy is -8.3 eV.

Structure (ORCA input):
```
! wB97M-V def2-TZVPD RIJCOSX def2/J DEFGRID3
* xyz 0 1
P -4.467 -0.938 0.079
O 3.622 0.508 -0.973
H -0.355 1.563 -1.036
H -3.726 1.316 -0.723
H 1.793 0.943 -1.674
C 4.327 -0.120 0.001
C -3.312 0.578 -0.043
H 1.592 2.096 0.236
C -0.829 1.136 -0.160
C 2.205 0.397 -0.840
H 5.040 -2.138 -0.135
C 1.661 1.034 0.425
C 0.257 0.540 0.752
H 4.126 -1.755 1.274
H -3.726 -1.381 1.223
O 5.082 0.478 0.636
H 3.255 -1.977 -0.222
H 0.212 -0.541 0.797
H 1.863 -0.627 -0.973
H 0.052 0.892 1.756
C 4.175 -1.601 0.209
H -1.709 -0.887 -0.271
H 2.285 0.848 1.289
H -3.201 0.969 0.965
H -5.292 -2.137 0.181
H -1.307 1.950 0.358
H -2.007 0.170 -1.644
C -1.937 0.134 -0.564
H -5.605 -0.113 0.318
H -4.072 -1.339 -1.239
*
```



[4]
C31H40BN7O2S4SnTe | the ωB97M-V functional and the def2-TZVPD basis

The HOMO-LUMO gap comes out at 5.67 eV. Its energy above the lowest of the compared OMol25 structures with the same formula, charge and spin is 0.00 kcal/mol. Its highest occupied orbital energy is -1.5 eV.

Structure (ORCA input):
```
! wB97M-V def2-TZVPD RIJCOSX def2/J DEFGRID3
* xyz -2 1
H -2.979 3.135 3.271
C -0.143 3.659 -3.609
H 2.962 -2.428 -4.394
H -0.650 3.585 -4.575
S 1.010 0.707 -2.526
H -3.646 2.067 -2.890
C 3.047 3.935 3.421
C 3.770 -4.117 -1.036
C -0.386 5.121 4.131
C -2.815 1.393 -2.841
H -1.984 -2.478 3.980
O 4.860 2.585 1.778
H 3.683 -0.642 -1.029
H 4.756 -1.612 -3.195
H 2.274 5.756 4.146
C -1.958 3.484 3.381
H 0.147 4.699 -3.442
N 2.357 -2.552 -2.309
C 3.748 2.089 1.848
C 1.140 -2.503 -1.681
C -2.932 -3.024 2.120
H 4.945 -1.639 -0.289
H -4.219 -1.305 1.870
S -2.378 -0.354 0.315
H -0.208 4.414 -0.910
H 5.741 -2.693 -2.208
H 4.094 4.202 3.467
H -2.144 -5.006 2.573
C -0.929 2.693 2.917
H -0.156 6.075 4.599
H -1.804 -2.417 -3.566
C -2.300 -1.989 -0.125
H -3.008 3.885 -1.711
H 3.670 -4.883 -1.810
C -2.077 -3.876 -1.299
C -0.421 3.362 -1.112
H -3.866 -5.000 2.123
H 3.269 -1.769 0.258
H 0.749 3.036 -3.631
N -1.966 -2.502 -1.339
B -1.274 -1.900 -2.594
Te 2.122 -0.661 3.826
H 0.294 -2.116 -4.787
H 0.510 2.799 -1.065
H -2.837 4.057 -3.475
H -3.357 -4.390 3.699
H -1.757 -1.283 2.686
C -2.314 4.120 -2.518
H -2.514 5.333 4.354
Sn 1.267 0.486 1.331
C -1.079 3.219 -2.484
H -0.847 -2.789 2.650
N -1.504 -0.375 -2.712
C -4.268 -2.304 2.302
C 3.902 -1.626 -0.614
C 0.417 3.102 3.040
S 0.846 -2.727 -0.026
N 0.216 -2.303 -2.654
C 0.844 -2.292 -3.880
C 2.162 -2.448 -3.683
S 3.222 1.381 4.468
C -1.702 4.714 3.993
H -1.146 1.737 2.450
H 4.717 -3.370 -3.476
C -2.804 0.054 -2.864
C 4.781 -2.591 -2.714
C 3.684 -2.723 -1.657
C 0.673 4.339 3.677
C -3.081 -4.451 2.646
H -1.977 5.148 -2.382
C -0.682 0.702 -2.634
H -4.494 -2.222 3.368
N 1.420 2.341 2.527
H 2.979 -4.250 -0.300
N -2.570 -3.068 0.682
C 2.060 4.757 3.777
C -2.450 -4.237 -0.063
O 3.295 1.160 1.068
C 2.748 2.568 2.924
H -2.583 -5.216 0.349
N -1.497 1.808 -2.683
H -5.068 -2.866 1.813
C -1.810 -2.345 2.909
H -1.824 -4.480 -2.152
H -3.621 -0.644 -2.919
H -1.087 2.988 -0.333
H 4.739 -4.235 -0.545
*
```



[5]
C50H47F4N4O2Sb2Tl | the ωB97M-V functional and the def2-TZVPD basis

The HOMO-LUMO gap (spin up / spin down) comes out at 1.63 / 2.83 eV. Its energy above the lowest of the compared OMol25 structures with the same formula, charge and spin is 14.62 kcal/mol. Its highest occupied orbital energy (spin up / spin down) is -11.3 / -12.4 eV.

Structure (ORCA input):
```
! wB97M-V def2-TZVPD RIJCOSX def2/J DEFGRID3
* xyz 2 1
C -3.539 -18.595 24.360
C -6.173 -12.030 17.926
C -7.991 -10.524 18.617
H -3.497 -12.409 13.464
C -4.372 -12.226 15.365
F -1.829 -14.802 24.820
C -2.702 -8.141 17.314
C -1.668 -8.134 18.251
C -1.100 -19.040 14.109
C -7.068 -13.093 17.974
C 0.229 -18.676 13.936
N -1.792 -16.208 22.246
C -8.356 -12.872 18.415
H -7.837 -15.462 12.259
H 0.226 -15.843 17.785
C -2.385 -16.664 23.344
C -6.667 -10.738 18.244
H -0.227 -17.701 20.866
H -2.076 -11.245 19.516
H -6.068 -9.836 18.112
H 1.570 -17.052 13.511
H -5.948 -16.054 22.587
H -7.734 -14.510 23.321
H -3.960 -22.660 18.792
N -3.821 -18.794 18.555
H -3.120 -18.460 13.984
C -5.957 -18.597 19.683
C 0.295 -17.233 20.022
C -7.072 -16.926 20.983
C -6.900 -16.018 22.055
N -5.948 -17.608 20.509
C -4.978 -16.334 10.729
O -10.545 -13.748 23.297
C -9.318 -16.020 20.729
C -10.221 -14.087 21.945
C -6.779 -15.520 12.106
H -9.042 -13.719 18.413
H -4.853 -11.236 15.359
H -2.198 -21.427 17.302
C -4.784 -19.415 19.268
C -1.439 -9.278 19.055
C -3.464 -9.277 17.120
C -2.919 -20.904 17.927
H -0.246 -15.334 13.692
C -0.468 -16.378 13.824
O -10.869 -13.512 21.112
H -6.755 -14.064 17.622
C 0.529 -17.356 13.760
H -1.668 -13.488 15.675
C -3.108 -12.384 14.493
H -2.860 -7.235 16.719
Tl -2.825 -16.351 20.105
C -2.420 -16.014 24.655
H 1.154 -14.799 21.223
H -8.578 -17.697 19.579
C -3.216 -10.459 17.843
C -4.577 -15.465 12.964
C -3.008 -16.660 25.703
H 0.276 -16.280 22.762
C 0.047 -14.953 21.006
C -3.886 -21.571 18.702
H -0.175 -14.211 18.449
H -3.728 -18.543 26.505
H 1.362 -17.214 20.213
H -4.567 -16.829 9.871
H -2.479 -11.435 14.572
H 0.071 -17.810 19.156
H -4.268 -9.245 16.388
H -0.569 -9.389 19.735
C -8.350 -16.971 20.362
F -3.147 -16.051 26.898
H -5.125 -12.991 15.103
C -1.821 -16.731 14.091
H 0.977 -19.528 13.903
H -9.813 -11.557 19.178
H -3.016 -16.320 11.699
H -7.109 -16.413 10.223
C -2.198 -13.557 14.697
H -6.863 -19.005 19.189
C -9.154 -15.117 21.774
H -1.377 -20.095 14.142
C -3.202 -17.870 23.261
H -0.448 -13.964 20.867
C -2.993 -19.532 17.843
F -3.439 -18.367 21.995
H -6.327 -14.684 14.033
C 0.324 -15.173 18.665
H -1.501 -13.689 13.879
C -8.842 -11.622 18.754
C -4.836 -20.836 19.361
H -9.986 -14.227 23.971
C -5.935 -15.172 13.133
H -1.041 -7.263 18.515
C -0.467 -15.553 22.358
C -4.119 -16.052 11.775
C -2.215 -10.421 18.821
C -7.937 -15.142 22.469
H -10.276 -15.951 20.199
H -5.683 -21.289 19.923
H 1.440 -14.982 18.771
H -8.305 -9.506 18.875
Sb -3.372 -15.439 14.732
N -0.182 -15.820 19.867
F -3.963 -19.864 24.329
C -2.114 -18.099 14.050
C -6.330 -16.115 10.927
C -3.417 -17.994 25.624
Sb -4.031 -12.498 17.505
H -2.331 -18.952 17.200
H -0.494 -14.680 23.077
*
```



[6]
C29H20Cl6ErP | the ωB97M-V functional and the def2-TZVPD basis

The HOMO-LUMO gap (spin up / spin down) comes out at 6.91 / 6.99 eV. As for the expectation value of S²: 3.75. Its highest occupied orbital energy (spin up / spin down) is -7.4 / -7.4 eV.

Structure (ORCA input):
```
! wB97M-V def2-TZVPD RIJCOSX def2/J DEFGRID3
* xyz 0 4
H 0.199 2.312 -3.109
H 3.294 -0.517 0.007
C -3.249 5.050 -0.934
C -6.005 -0.528 -2.334
H 0.108 2.417 0.389
C 2.633 0.672 1.791
C 0.736 -2.994 1.640
C -2.722 2.772 -0.321
C -1.131 0.680 -3.701
C -3.466 -1.647 -1.954
C -4.886 0.296 -2.358
H -2.480 -2.077 -1.761
C 0.885 1.711 0.688
H -2.417 3.242 -3.709
H 1.011 0.528 -6.946
C -2.541 2.456 -1.691
H 1.460 2.289 -5.237
C -1.307 -0.384 -4.614
C 0.424 0.553 -6.023
C 1.881 -3.739 1.837
Cl 3.372 -2.874 1.791
C -0.628 -4.968 2.115
P -2.128 0.764 -2.196
Cl -2.164 -5.639 2.418
H -2.009 -1.183 -4.387
Cl -1.849 -2.577 1.357
C 1.452 0.733 -0.206
C 0.673 1.553 -5.073
C 1.604 1.682 1.913
C -3.114 4.055 0.040
H -2.543 2.018 0.446
C -3.607 -0.265 -2.224
H -0.671 -1.250 -6.475
C -5.862 -1.913 -2.148
C -0.065 1.597 -3.893
H -6.747 -2.570 -2.150
C 2.551 0.133 0.459
H -5.012 1.372 -2.464
C -0.540 -0.433 -5.770
H -7.008 -0.107 -2.443
H -3.295 4.286 1.091
Cl 0.445 -7.205 3.232
C 0.551 -5.706 2.433
H 1.182 0.607 -1.259
H -4.480 -3.526 -1.680
C 1.818 -5.108 2.198
H 1.487 2.313 2.796
H -3.072 5.540 -3.027
H 3.435 0.521 2.512
H -3.530 6.064 -0.636
Cl -1.453 0.639 3.035
Cl 3.244 -5.990 2.525
C -4.591 -2.462 -1.913
C -0.486 -3.632 1.696
C -2.996 4.752 -2.278
Er 0.457 -0.473 1.901
C -2.642 3.464 -2.664
*
```